[1]
{
  "formula": "C79H182F12N7O17P2S4",
  "method": "the ωB97M-V functional and the def2-TZVPD basis",
  "e_tot_ha": -8253.8662,
  "charge": 5,
  "homo_energy_ha": -0.6087,
  "mol_weight_g_mol": 1920.55,
  "elements": ["C", "C", "C", "C", "N", "C", "C", "C", "C", "C", "H", "H", "H", "H", "H", "H", "H", "H", "H", "H", "H", "H", "H", "H", "H", "H", "H", "H", "H", "H", "C", "C", "C", "C", "N", "C", "C", "C", "C", "C", "H", "H", "H", "H", "H", "H", "H", "H", "H", "H", "H", "H", "H", "H", "H", "H", "H", "H", "H", "H", "C", "N", "C", "C", "C", "C", "O", "H", "H", "H", "H", "H", "H", "H", "H", "H", "H", "H", "H", "H", "H", "C", "N", "C", "C", "C", "C", "O", "H", "H", "H", "H", "H", "H", "H", "H", "H", "H", "H", "H", "H", "H", "C", "N", "C", "C", "C", "C", "O", "H", "H", "H", "H", "H", "H", "H", "H", "H", "H", "H", "H", "H", "H", "C", "N", "C", "C", "C", "C", "O", "H", "H", "H", "H", "H", "H", "H", "H", "H", "H", "H", "H", "H", "H", "C", "N", "C", "C", "C", "C", "O", "H", "H", "H", "H", "H", "H", "H", "H", "H", "H", "H", "H", "H", "H", "C", "C", "C", "C", "P", "C", "C", "C", "C", "C", "C", "C", "C", "C", "C", "C", "C", "H", "H", "H", "H", "H", "H", "H", "H", "H", "H", "H", "H", "H", "H", "H", "H", "H", "H", "H", "H", "H", "H", "H", "H", "H", "H", "H", "H", "H", "H", "H", "H", "H", "H", "H", "H", "C", "C", "C", "C", "P", "C", "C", "C", "C", "C", "C", "C", "C", "C", "C", "C", "C", "H", "H", "H", "H", "H", "H", "H", "H", "H", "H", "H", "H", "H", "H", "H", "H", "H", "H", "H", "H", "H", "H", "H", "H", "H", "H", "H", "H", "H", "H", "H", "H", "H", "H", "H", "H", "C", "F", "F", "F", "S", "O", "O", "O", "C", "F", "F", "F", "S", "O", "O", "O", "C", "F", "F", "F", "S", "O", "O", "O", "C", "F", "F", "F", "S", "O", "O", "O"],
  "xyz": [[-5.452, -1.958, 1.838], [-5.455, -1.036, 3.006], [-5.962, 0.368, 2.713], [-7.426, 0.360, 2.431], [-8.011, 1.589, 1.808], [-7.580, 1.825, 0.409], [-7.628, 3.333, 0.097], [-7.891, 4.026, 1.421], [-7.547, 2.828, 2.449], [-9.515, 1.397, 1.794], [-4.754, -2.742, 2.058], [-4.972, -1.567, 0.937], [-6.494, -2.256, 1.637], [-4.439, -0.921, 3.520], [-6.165, -1.366, 3.731], [-5.457, 0.740, 1.845], [-5.834, 0.960, 3.602], [-8.038, 0.171, 3.284], [-7.753, -0.453, 1.738], [-8.270, 1.314, -0.294], [-6.604, 1.351, 0.246], [-8.393, 3.613, -0.632], [-6.662, 3.580, -0.243], [-8.960, 4.273, 1.671], [-7.215, 4.866, 1.603], [-7.989, 3.074, 3.397], [-6.460, 2.709, 2.468], [-9.847, 2.192, 1.143], [-9.841, 1.422, 2.820], [-9.727, 0.490, 1.198], [1.859, 3.519, -0.430], [2.880, 4.231, 0.426], [3.421, 3.122, 1.358], [4.404, 3.617, 2.400], [5.229, 2.611, 3.141], [5.869, 3.147, 4.446], [7.006, 2.234, 4.729], [7.398, 1.496, 3.414], [6.560, 2.226, 2.375], [4.429, 1.437, 3.455], [0.988, 3.265, 0.121], [2.290, 2.610, -0.843], [1.622, 4.089, -1.315], [2.548, 5.068, 1.014], [3.639, 4.627, -0.272], [3.887, 2.359, 0.713], [2.581, 2.700, 1.889], [3.948, 4.213, 3.243], [5.135, 4.306, 1.980], [5.070, 3.129, 5.188], [6.186, 4.161, 4.213], [6.779, 1.481, 5.540], [7.820, 2.871, 5.181], [7.154, 0.451, 3.382], [8.454, 1.661, 3.146], [6.292, 1.603, 1.496], [7.001, 3.187, 2.044], [4.917, 0.963, 4.324], [4.498, 0.735, 2.608], [3.405, 1.779, 3.653], [-0.410, -1.410, 7.148], [-0.496, -2.921, 7.027], [-1.416, -3.382, 8.075], [-1.098, -3.285, 5.727], [0.923, -3.554, 7.217], [1.364, -3.946, 8.611], [1.524, -2.837, 9.436], [-1.387, -0.897, 7.061], [0.095, -1.085, 6.252], [0.129, -1.242, 8.053], [-1.413, -4.466, 8.151], [-2.351, -3.065, 7.670], [-1.089, -2.903, 8.998], [-0.582, -2.734, 4.938], [-2.156, -2.993, 5.864], [-1.028, -4.366, 5.516], [1.570, -2.877, 6.680], [0.912, -4.467, 6.607], [2.343, -4.475, 8.457], [0.746, -4.710, 9.134], [1.754, -3.068, 10.332], [5.436, -4.007, -5.596], [6.317, -3.299, -4.589], [7.685, -3.695, -4.885], [6.169, -1.819, -4.750], [5.875, -3.733, -3.216], [5.730, -5.270, -2.998], [7.021, -5.903, -2.988], [5.914, -4.969, -5.721], [5.435, -3.390, -6.490], [4.424, -3.975, -5.240], [7.922, -3.267, -5.857], [7.779, -4.790, -4.895], [8.448, -3.309, -4.213], [6.881, -1.340, -4.105], [5.138, -1.572, -4.622], [6.504, -1.687, -5.767], [4.938, -3.256, -3.097], [6.555, -3.367, -2.477], [5.067, -5.754, -3.729], [5.162, -5.347, -2.073], [6.949, -6.808, -2.703], [-4.658, -3.631, -4.922], [-3.218, -3.494, -4.639], [-2.892, -4.389, -3.539], [-2.421, -4.100, -5.849], [-2.736, -2.166, -4.381], [-3.497, -1.242, -3.470], [-3.142, -1.450, -2.130], [-5.262, -3.155, -4.123], [-4.906, -4.713, -4.985], [-4.926, -3.160, -5.839], [-3.279, -5.390, -3.701], [-3.535, -4.080, -2.699], [-1.805, -4.371, -3.385], [-2.466, -3.450, -6.697], [-2.850, -5.043, -6.050], [-1.388, -4.152, -5.549], [-2.723, -1.736, -5.364], [-1.680, -2.111, -3.998], [-4.571, -1.229, -3.593], [-3.188, -0.243, -3.862], [-3.145, -0.555, -1.713], [2.273, -6.373, 2.218], [1.967, -7.565, 1.434], [2.515, -7.485, 0.062], [2.696, -8.687, 2.069], [0.515, -7.800, 1.352], [-0.356, -6.700, 0.823], [-0.249, -5.480, 1.411], [2.024, -5.498, 1.648], [3.320, -6.405, 2.481], [1.623, -6.424, 3.089], [2.000, -6.743, -0.526], [2.265, -8.399, -0.490], [3.623, -7.369, 0.088], [3.724, -8.513, 1.823], [2.371, -9.669, 1.621], [2.550, -8.568, 3.157], [0.194, -7.965, 2.395], [0.375, -8.697, 0.772], [-1.334, -7.147, 0.880], [-0.217, -6.540, -0.214], [-0.598, -5.323, 2.312], [0.086, -0.211, -1.160], [0.541, -0.976, 0.012], [-0.459, -1.944, 0.503], [1.794, -1.684, -0.292], [0.885, -0.034, 1.117], [-0.059, 0.913, 1.620], [-1.298, 0.467, 2.106], [-0.279, -0.918, -1.918], [0.963, 0.401, -1.547], [-0.814, 0.407, -0.892], [-0.427, -2.859, -0.093], [-1.436, -1.484, 0.481], [-0.212, -2.156, 1.563], [2.585, -0.930, -0.458], [1.679, -2.296, -1.189], [2.077, -2.354, 0.529], [1.811, 0.537, 0.802], [1.248, -0.669, 1.942], [-0.188, 1.748, 0.904], [0.513, 1.334, 2.481], [-1.943, 0.571, 1.404], [-4.978, 7.820, 13.099], [-5.250, 7.666, 11.622], [-4.473, 6.489, 11.011], [-4.518, 6.498, 9.480], [-3.964, 4.913, 8.777], [-5.497, 3.934, 8.601], [-6.456, 4.595, 7.578], [-7.923, 4.108, 7.615], [-8.668, 4.454, 6.380], [-3.308, 5.218, 7.146], [-2.950, 3.996, 6.331], [-2.723, 4.271, 4.887], [-2.062, 3.098, 4.151], [-2.798, 4.008, 9.780], [-2.609, 2.539, 9.311], [-3.430, 1.533, 10.249], [-3.078, 0.114, 10.043], [-3.937, 7.985, 13.346], [-5.235, 6.936, 13.743], [-5.458, 8.698, 13.492], [-5.101, 8.637, 11.103], [-6.302, 7.396, 11.357], [-4.940, 5.603, 11.356], [-3.398, 6.410, 11.376], [-3.927, 7.268, 9.029], [-5.507, 6.511, 8.956], [-6.003, 3.863, 9.559], [-5.270, 2.939, 8.261], [-6.061, 4.346, 6.542], [-6.537, 5.698, 7.629], [-8.473, 4.435, 8.507], [-7.841, 3.011, 7.736], [-8.004, 4.480, 5.564], [-9.128, 5.422, 6.368], [-9.510, 3.784, 6.115], [-2.403, 5.894, 7.161], [-4.091, 5.782, 6.676], [-3.784, 3.361, 6.420], [-2.141, 3.411, 6.749], [-2.096, 5.168, 4.890], [-3.651, 4.585, 4.398], [-2.081, 3.354, 3.073], [-2.548, 2.141, 4.436], [-1.033, 2.975, 4.390], [-3.062, 4.094, 10.845], [-1.822, 4.548, 9.643], [-1.559, 2.229, 9.283], [-2.996, 2.500, 8.234], [-4.527, 1.605, 10.096], [-3.195, 1.782, 11.304], [-3.061, -0.098, 8.967], [-3.774, -0.569, 10.523], [-2.072, -0.096, 10.404], [2.175, -1.114, -5.916], [2.150, -1.448, -7.396], [2.429, -0.238, -8.254], [2.616, -0.501, -9.726], [3.028, 1.029, -10.685], [1.749, 2.243, -10.560], [0.508, 1.828, -11.233], [-0.641, 2.827, -11.152], [-1.927, 2.383, -11.780], [4.496, 1.765, -9.836], [5.303, 2.811, -10.655], [6.465, 3.531, -9.854], [7.436, 4.114, -10.891], [3.305, 0.687, -12.490], [3.258, 1.889, -13.461], [3.720, 1.435, -14.840], [3.003, 0.208, -15.449], [1.309, -0.571, -5.659], [3.104, -0.573, -5.644], [2.246, -2.059, -5.319], [1.152, -1.882, -7.676], [2.826, -2.269, -7.645], [3.246, 0.339, -7.816], [1.516, 0.372, -8.021], [1.700, -0.958, -10.149], [3.512, -1.118, -9.858], [2.109, 3.253, -10.972], [1.557, 2.483, -9.499], [0.205, 0.821, -10.913], [0.736, 1.694, -12.307], [-0.475, 3.827, -11.570], [-0.776, 2.971, -10.070], [-2.299, 1.470, -11.305], [-1.971, 2.344, -12.847], [-2.656, 3.146, -11.499], [5.243, 0.939, -9.597], [4.031, 2.161, -8.903], [4.613, 3.605, -11.028], [5.816, 2.417, -11.507], [6.908, 2.774, -9.195], [5.968, 4.197, -9.198], [7.867, 3.322, -11.515], [8.240, 4.625, -10.387], [6.940, 4.855, -11.529], [2.367, 0.140, -12.644], [4.228, 0.083, -12.676], [3.850, 2.736, -13.128], [2.234, 2.159, -13.558], [4.796, 1.225, -14.820], [3.528, 2.338, -15.429], [3.125, -0.746, -14.963], [3.204, 0.070, -16.520], [1.938, 0.392, -15.411], [6.796, -0.365, -1.072], [6.838, -1.735, -0.919], [7.667, 0.091, -0.137], [7.282, -0.087, -2.283], [5.049, 0.297, -0.884], [5.122, 1.753, -1.008], [4.274, -0.251, -1.947], [4.768, -0.120, 0.514], [-2.535, 3.120, -1.602], [-2.996, 4.250, -2.106], [-2.114, 2.360, -2.599], [-1.431, 3.397, -0.819], [-3.757, 2.230, -0.605], [-4.072, 3.111, 0.476], [-4.816, 2.038, -1.542], [-3.071, 0.964, -0.220], [3.683, -2.882, 2.951], [3.584, -1.578, 2.656], [3.828, -3.617, 1.836], [4.769, -3.068, 3.670], [2.123, -3.312, 3.981], [0.957, -3.327, 3.088], [2.371, -4.567, 4.561], [2.212, -2.172, 4.839], [1.629, -6.337, -3.834], [0.578, -7.191, -3.777], [2.520, -6.869, -2.876], [2.267, -6.437, -4.964], [1.149, -4.617, -3.333], [0.638, -4.793, -2.005], [2.410, -3.957, -3.473], [0.204, -4.189, -4.300]]
}


[2]
{
  "formula": "C7H8F2P",
  "method": "the ωB97M-V functional and the def2-TZVPD basis",
  "e_tot_ha": -812.4062,
  "charge": 1,
  "homo_energy_ha": -0.5289,
  "mol_weight_g_mol": 161.11,
  "elements": ["C", "C", "C", "C", "C", "C", "C", "F", "F", "P", "H", "H", "H", "H", "H", "H", "H", "H"],
  "xyz": [[-2.778, -0.388, -0.064], [-2.036, -1.522, 0.072], [-2.205, 0.885, -0.020], [-0.669, -1.460, 0.164], [-0.848, 0.985, -0.114], [-0.120, -0.222, 0.052], [2.905, 1.098, -0.255], [2.080, -0.501, 1.647], [2.248, -1.456, -0.546], [1.641, -0.161, 0.174], [-3.803, -0.548, -0.068], [-2.546, -2.417, 0.117], [-2.787, 1.755, -0.310], [-0.096, -2.330, 0.317], [-0.357, 1.931, -0.118], [3.781, 0.911, -0.789], [3.266, 1.644, 0.660], [2.325, 1.796, -0.919]]
}


[3]
{
  "formula": "C17H15Cl2N3O",
  "method": "the ωB97M-V functional and the def2-TZVPD basis",
  "e_tot_ha": -1816.7196,
  "e_above_lowest_kj_mol": 0.0,
  "homo_energy_ha": -0.2976,
  "mol_weight_g_mol": 348.23,
  "smiles": "[H]/N=c1\\n(CC)c2ccccc2n1CC(=O)c1ccc(Cl)c(Cl)c1",
  "elements": ["H", "N", "C", "N", "C", "C", "C", "C", "C", "C", "C", "C", "N", "C", "C", "O", "C", "C", "C", "C", "Cl", "C", "Cl", "C", "H", "H", "H", "H", "H", "H", "H", "H", "H", "H", "H", "H", "H", "H"],
  "xyz": [[-0.532, -2.059, 0.523], [-0.696, -1.102, 0.263], [-1.880, -0.612, 0.265], [-3.089, -1.022, 0.757], [-3.359, -2.314, 1.334], [-3.775, -3.328, 0.271], [-4.029, -0.052, 0.438], [-5.387, 0.019, 0.674], [-6.057, 1.149, 0.225], [-5.392, 2.171, -0.437], [-4.027, 2.110, -0.678], [-3.354, 0.988, -0.235], [-2.034, 0.615, -0.304], [-0.894, 1.146, -0.997], [0.153, -0.004, -1.180], [0.099, -0.691, -2.187], [1.450, 0.189, -0.438], [1.544, 0.791, 0.812], [2.773, 0.936, 1.426], [3.926, 0.484, 0.801], [5.452, 0.679, 1.575], [3.839, -0.130, -0.445], [5.259, -0.708, -1.231], [2.605, -0.277, -1.054], [-2.453, -2.651, 1.846], [-4.150, -2.197, 2.080], [-3.960, -4.296, 0.729], [-4.682, -2.998, -0.230], [-2.990, -3.436, -0.474], [-5.916, -0.771, 1.183], [-7.120, 1.230, 0.393], [-5.948, 3.032, -0.774], [-3.511, 2.903, -1.194], [-1.190, 1.475, -1.997], [-0.461, 1.990, -0.452], [0.656, 1.125, 1.325], [2.851, 1.400, 2.397], [2.518, -0.757, -2.017]]
}


[4]
{
  "formula": "C5H7NO2",
  "method": "the ωB97M-V functional and the def2-TZVPD basis",
  "e_tot_ha": -399.7916,
  "e_above_lowest_kj_mol": 456.8,
  "homo_energy_ha": -0.3473,
  "mol_weight_g_mol": 113.12,
  "elements": ["C", "C", "C", "C", "C", "H", "H", "H", "H", "H", "H", "H", "N", "O", "O"],
  "xyz": [[-0.006, 1.244, 0.399], [-0.586, 1.270, -0.959], [0.007, -0.197, -1.181], [-0.886, -1.276, -0.649], [0.021, -1.836, 0.486], [-0.018, 1.866, -1.596], [-1.715, 1.652, -1.125], [0.645, -0.269, -2.002], [-1.115, -1.970, -1.539], [-1.833, -1.035, -0.257], [-0.312, -2.069, 1.675], [0.561, -2.683, -0.020], [0.761, 0.201, -0.013], [-0.332, 1.884, 1.472], [1.227, -0.900, 0.575]]
}


[5]
{
  "formula": "C18H20BrCl3O2PdSi2",
  "method": "the ωB97M-V functional and the def2-TZVPD basis",
  "e_tot_ha": -5509.9028,
  "e_above_lowest_kj_mol": 31.6,
  "homo_energy_ha": -0.3279,
  "mol_weight_g_mol": 617.21,
  "elements": ["Pd", "C", "Si", "C", "C", "C", "C", "C", "C", "C", "Si", "C", "C", "H", "H", "H", "H", "H", "H", "H", "H", "H", "H", "H", "H", "H", "H", "H", "H", "Cl", "C", "Cl", "Cl", "C", "O", "O", "Br", "C", "C", "C", "C", "C", "C", "H", "H", "H", "H"],
  "xyz": [[-0.108, 0.095, 0.174], [-1.742, -3.000, 0.413], [-0.905, -1.861, -0.779], [-1.976, -1.571, -2.272], [0.683, -2.625, -1.391], [0.655, -3.921, -1.921], [1.800, -4.530, -2.406], [3.002, -3.835, -2.390], [3.034, -2.543, -1.891], [1.887, -1.928, -1.375], [2.003, -0.177, -0.740], [3.363, -0.036, 0.504], [2.345, 0.898, -2.218], [-1.966, -3.901, -0.166], [-2.681, -2.611, 0.811], [-1.093, -3.250, 1.251], [-2.132, -2.546, -2.745], [-1.485, -0.907, -2.983], [-2.957, -1.150, -2.039], [-0.280, -4.473, -1.965], [1.758, -5.539, -2.798], [3.904, -4.296, -2.771], [3.979, -2.007, -1.911], [4.273, -0.318, -0.034], [3.211, -0.708, 1.346], [3.499, 0.976, 0.893], [3.280, 0.543, -2.664], [2.470, 1.957, -1.976], [1.548, 0.814, -2.956], [2.386, -1.964, 3.879], [0.695, -1.441, 3.972], [-0.357, -2.872, 4.090], [0.467, -0.423, 5.383], [0.297, -0.684, 2.678], [0.653, -1.276, 1.591], [-0.323, 0.372, 2.724], [-3.068, 5.324, -2.521], [-2.191, 3.794, -1.836], [-1.641, 2.873, -2.717], [-1.002, 1.757, -2.204], [-0.905, 1.546, -0.823], [-1.466, 2.491, 0.036], [-2.111, 3.617, -0.468], [-1.716, 3.033, -3.784], [-0.574, 1.041, -2.891], [-1.407, 2.357, 1.112], [-2.544, 4.347, 0.201]]
}


What did the fourth record say?
{
  "formula": "C5H7NO2",
  "method": "the ωB97M-V functional and the def2-TZVPD basis",
  "e_tot_ha": -399.7916,
  "e_above_lowest_kj_mol": 456.8,
  "homo_energy_ha": -0.3473,
  "mol_weight_g_mol": 113.12,
  "elements": ["C", "C", "C", "C", "C", "H", "H", "H", "H", "H", "H", "H", "N", "O", "O"],
  "xyz": [[-0.006, 1.244, 0.399], [-0.586, 1.270, -0.959], [0.007, -0.197, -1.181], [-0.886, -1.276, -0.649], [0.021, -1.836, 0.486], [-0.018, 1.866, -1.596], [-1.715, 1.652, -1.125], [0.645, -0.269, -2.002], [-1.115, -1.970, -1.539], [-1.833, -1.035, -0.257], [-0.312, -2.069, 1.675], [0.561, -2.683, -0.020], [0.761, 0.201, -0.013], [-0.332, 1.884, 1.472], [1.227, -0.900, 0.575]]
}